Entry 1:
This record from OMol25 describes one molecule with the formula C6H12O at a distorted geometry. The level of theory is ωB97M-V with the def2-TZVPD basis set.

Values from the calculation:
- Net charge: 0
- HOMO: -9.282 eV
- 2S+1: 1
- Gap between HOMO and LUMO: 10.36 eV

Geometry (Å):
O1 0.657 -1.544 -0.542
C1 0.227 0.571 0.938
C2 -0.586 -1.079 -0.850
C3 -2.364 0.397 0.033
C4 1.457 -0.148 0.522
C5 -1.141 -0.421 0.289
C6 2.476 0.468 -0.467
H1 0.061 0.598 2.035
H2 -0.762 -0.500 -1.786
H3 2.900 -0.364 -1.029
H4 0.318 1.620 0.609
H5 -3.331 -0.105 0.020
H6 -2.277 1.094 0.859
H7 1.951 -0.684 1.335
H8 -1.129 -1.169 1.077
H9 -1.516 -1.800 -0.762
H10 -2.314 0.886 -0.948
H11 3.385 1.033 -0.154
H12 1.986 1.146 -1.177


Entry 2:
This record from OMol25 describes one molecule with the formula C6H12O at a distorted geometry. The level of theory is ωB97M-V with the def2-TZVPD basis set.

Values from the calculation:
- Net charge: 0
- HOMO: -9.445 eV
- 2S+1: 1
- SMILES: CC[C@H]1CCCO1
- Gap between HOMO and LUMO: 10.50 eV

Geometry (Å):
O1 -0.214 0.254 1.456
C1 1.846 -0.987 -0.040
C2 1.272 0.485 -0.471
C3 -0.775 -0.850 0.765
C4 -1.274 1.178 -0.381
C5 -1.814 -0.259 -0.189
C6 0.090 1.118 0.353
H1 -1.041 -1.653 1.450
H2 -1.829 -0.826 -1.126
H3 1.410 -1.984 -0.303
H4 0.014 -1.243 0.140
H5 -1.929 1.890 0.138
H6 2.140 1.158 -0.373
H7 -1.227 1.489 -1.431
H8 1.963 -1.048 1.049
H9 0.357 2.092 0.789
H10 2.808 -1.024 -0.528
H11 -2.816 -0.262 0.239
H12 1.019 0.473 -1.539


Entry 3:
This record from OMol25 describes one molecule with the formula C6H12O. The level of theory is ωB97M-V with the def2-TZVPD basis set.

Values from the calculation:
- Net charge: 0
- HOMO: -8.339 eV
- 2S+1: 1
- SMILES: CCC(=CO)CC
- Gap between HOMO and LUMO: 9.25 eV

Geometry (Å):
O1 0.874 0.064 2.224
C1 0.017 -0.179 -0.027
C2 -1.356 0.449 0.135
C3 -1.815 0.928 1.517
C4 0.877 -0.457 0.957
C5 1.840 -0.696 -1.763
C6 0.347 -0.566 -1.458
H1 2.363 0.236 -1.517
H2 2.312 -1.501 -1.192
H3 -0.184 -1.481 -1.756
H4 1.697 -1.160 0.835
H5 0.482 0.941 2.146
H6 -2.058 -0.336 -0.190
H7 -1.487 1.263 -0.591
H8 -0.062 0.228 -2.103
H9 -1.335 1.871 1.812
H10 -2.893 1.119 1.498
H11 2.004 -0.910 -2.824
H12 -1.622 0.186 2.297


Entry 4:
This record from OMol25 describes a 2-piece molecular cluster, C6H12O overall. The level of theory is ωB97M-V with the def2-TZVPD basis set.

Values from the calculation:
- Net charge: 0
- HOMO: -8.339 eV
- 2S+1: 1
- SMILES: CCCC1=C(O)C1.[H][H]
- Gap between HOMO and LUMO: 9.06 eV

Geometry (Å):
O1 2.213 1.108 -1.198
C1 1.806 0.084 -0.444
C2 0.861 -0.600 0.111
C3 -1.392 0.467 0.129
C4 2.268 -1.193 0.114
C5 -0.597 -0.844 0.115
C6 -2.855 0.243 -0.234
H1 2.520 -1.974 -0.609
H2 -3.328 -0.453 0.468
H3 -3.424 1.177 -0.222
H4 -0.914 -1.490 0.940
H5 -1.307 0.938 1.117
H6 1.991 1.107 1.473
H7 -0.822 -1.390 -0.812
H8 -0.942 1.174 -0.584
H9 1.414 1.575 -1.482
H10 2.592 1.516 1.313
H11 2.852 -1.253 1.042
H12 -2.936 -0.191 -1.238


Entry 5:
This record from OMol25 describes one molecule with the formula C6H12O at a distorted geometry. The level of theory is ωB97M-V with the def2-TZVPD basis set.

Values from the calculation:
- Net charge: 0
- HOMO: -9.602 eV
- 2S+1: 1
- SMILES: CC[C@@]1(C)C[C@H]1O
- Gap between HOMO and LUMO: 10.48 eV

Geometry (Å):
O1 -0.881 2.121 0.716
C1 -1.328 0.888 0.212
C2 2.064 0.227 -0.480
C3 1.023 -0.162 0.594
C4 -0.419 -0.240 0.096
C5 -0.565 -1.200 -1.075
C6 -1.470 -0.245 1.210
H1 -2.153 1.008 -0.505
H2 -1.595 -1.583 -1.152
H3 -2.312 -0.932 1.112
H4 1.914 1.226 -0.924
H5 -0.301 -0.641 -1.990
H6 1.114 0.529 1.445
H7 1.289 -1.156 0.963
H8 -1.146 -0.055 2.239
H9 3.082 0.233 -0.067
H10 2.071 -0.492 -1.309
H11 -0.502 2.557 -0.061
H12 0.116 -2.085 -1.025


Entry 6:
This record from OMol25 describes one molecule with the formula C6H12O at a distorted geometry. The level of theory is ωB97M-V with the def2-TZVPD basis set.

Values from the calculation:
- Net charge: 0
- HOMO: -9.290 eV
- 2S+1: 1
- SMILES: CCC/C=C/CO
- Gap between HOMO and LUMO: 10.32 eV

Geometry (Å):
O1 3.531 0.232 -0.736
C1 2.445 0.774 0.020
C2 -1.911 -0.367 0.587
C3 -0.772 -1.297 -0.090
C4 0.372 -0.453 -0.485
C5 -2.218 0.891 -0.279
C6 1.382 -0.202 0.377
H1 -3.216 1.235 0.018
H2 -1.681 1.695 0.238
H3 2.862 1.220 0.939
H4 3.665 -0.675 -0.436
H5 -0.619 -2.103 0.623
H6 1.446 -0.889 1.211
H7 -1.386 -1.638 -0.926
H8 -1.984 0.871 -1.333
H9 -1.525 0.054 1.513
H10 2.012 1.574 -0.578
H11 0.304 0.172 -1.366
H12 -2.709 -1.093 0.704


Entry 7:
This record from OMol25 describes a 2-piece molecular cluster, C6H12O overall at a distorted geometry. The level of theory is ωB97M-V with the def2-TZVPD basis set.

Values from the calculation:
- Net charge: 0
- HOMO: -9.088 eV
- 2S+1: 1
- SMILES: CC(C)O.C#CC
- Gap between HOMO and LUMO: 9.96 eV

Geometry (Å):
O1 -0.962 0.814 1.686
C1 2.170 -0.889 -0.224
C2 1.790 0.169 -0.691
C3 -0.653 -1.484 0.932
C4 -2.150 0.182 -0.274
C5 -0.915 -0.055 0.573
C6 1.814 1.506 -1.280
H1 0.044 0.236 -0.063
H2 -2.221 1.234 -0.545
H3 1.604 2.258 -0.519
H4 -3.043 -0.084 0.289
H5 1.045 1.585 -2.052
H6 0.488 -1.560 1.067
H7 -2.110 -0.425 -1.175
H8 -1.245 -1.805 1.785
H9 2.786 1.718 -1.727
H10 2.623 -1.842 -0.157
H11 -0.228 0.602 2.273
H12 -0.839 -2.160 0.103


Entry 8:
This record from OMol25 describes a 2-piece molecular cluster, C6H12O overall. The level of theory is ωB97M-V with the def2-TZVPD basis set.

Values from the calculation:
- Net charge: 0
- HOMO: -9.660 eV
- 2S+1: 1
- SMILES: CCC(C)=O.C=C
- Gap between HOMO and LUMO: 10.61 eV

Geometry (Å):
O1 -0.413 -1.572 -1.028
C1 2.617 1.324 -0.909
C2 -2.277 -1.697 0.451
C3 -1.164 -0.978 -0.280
C4 2.574 0.029 -1.204
C5 -0.279 0.780 1.295
C6 -1.019 0.511 -0.022
H1 -2.188 -2.773 0.294
H2 1.635 -0.501 -1.358
H3 -0.462 0.940 -0.861
H4 -2.253 -1.472 1.523
H5 0.724 0.342 1.272
H6 -0.820 0.369 2.155
H7 3.487 -0.555 -1.300
H8 3.557 1.850 -0.753
H9 -0.172 1.857 1.458
H10 -2.012 0.978 0.009
H11 1.711 1.920 -0.813
H12 -3.246 -1.353 0.070


Entry 9:
This record from OMol25 describes a 2-piece molecular cluster, C6H12O overall at a distorted geometry. The level of theory is ωB97M-V with the def2-TZVPD basis set.

Values from the calculation:
- Net charge: +1
- HOMO (spin up / spin down): -14.414 / -14.415 eV
- 2S+1: 2
- Gap between HOMO and LUMO (spin up / spin down): 9.77 / 6.56 eV

Geometry (Å):
O1 3.149 -2.625 1.008
C1 -0.541 0.008 0.929
C2 -0.017 -1.062 -1.961
C3 -1.573 0.551 1.897
C4 -0.815 2.089 -0.617
C5 0.379 0.090 -1.418
C6 -0.261 0.721 -0.252
H1 -2.313 1.072 1.293
H2 -1.083 1.317 2.504
H3 4.017 -2.334 0.673
H4 3.039 -3.425 0.483
H5 -1.633 1.885 -1.319
H6 1.200 0.686 -1.804
H7 -0.090 2.769 -1.044
H8 -0.655 -1.777 -1.461
H9 0.086 -0.819 1.243
H10 -1.331 2.482 0.249
H11 -2.127 -0.232 2.402
H12 0.568 -1.395 -2.804


Entry 10:
This record from OMol25 describes an isolated ion of composition C6H12O and charge +1 at a distorted geometry. The level of theory is ωB97M-V with the def2-TZVPD basis set.

Values from the calculation:
- Net charge: +1
- HOMO (spin up / spin down): -14.170 / -14.167 eV
- 2S+1: 2
- Gap between HOMO and LUMO (spin up / spin down): 8.96 / 5.82 eV

Geometry (Å):
O1 3.174 0.487 0.825
C1 -0.892 -0.640 0.566
C2 0.328 -1.347 0.078
C3 -1.656 0.217 -0.166
C4 1.486 -0.601 -0.616
C5 -3.047 0.752 -0.004
C6 1.964 0.657 0.049
H1 2.444 -1.062 -0.796
H2 1.108 -0.554 -1.705
H3 3.839 0.744 0.222
H4 -1.406 -0.887 1.526
H5 -3.861 0.099 -0.003
H6 -1.185 1.008 -0.716
H7 0.852 -1.683 1.060
H8 -3.424 1.559 -0.667
H9 1.234 1.143 0.715
H10 2.232 1.444 -0.880
H11 -3.208 1.000 0.954
H12 0.017 -2.337 -0.440


Entry 11:
This record from OMol25 describes a 2-piece molecular cluster, C6H12O overall at a distorted geometry. The level of theory is ωB97M-V with the def2-TZVPD basis set.

Values from the calculation:
- Net charge: +1
- HOMO (spin up / spin down): -13.560 / -13.510 eV
- 2S+1: 2
- Gap between HOMO and LUMO (spin up / spin down): 8.64 / 4.90 eV

Geometry (Å):
O1 -2.326 -1.540 -1.528
C1 0.275 0.448 -1.405
C2 -0.868 0.470 1.714
C3 0.103 1.284 0.822
C4 -1.211 -0.848 1.411
C5 0.867 0.409 -0.207
C6 2.349 0.191 -0.046
H1 -0.452 2.060 0.304
H2 -0.680 0.772 -1.857
H3 0.841 1.766 1.567
H4 -1.245 1.057 2.567
H5 2.669 -0.185 -1.028
H6 -1.676 -1.478 2.116
H7 2.411 -0.399 0.825
H8 3.193 0.991 0.136
H9 1.070 0.313 -2.184
H10 -2.368 -2.384 -1.083
H11 -1.053 -1.177 0.265
H12 -1.899 -1.752 -2.389


Entry 12:
This record from OMol25 describes a 2-piece molecular cluster, C6H12O2 overall at a distorted geometry. The level of theory is ωB97M-V with the def2-TZVPD basis set.

Values from the calculation:
- Net charge: 0
- HOMO: -8.608 eV
- 2S+1: 1
- SMILES: C/C=C/CCC=O.O
- Gap between HOMO and LUMO: 9.47 eV

Geometry (Å):
O1 -2.612 -0.632 0.878
O2 -1.377 0.101 -1.515
C1 -0.142 1.964 -0.903
C2 0.957 0.112 0.370
C3 1.949 -2.141 0.603
C4 0.868 -1.155 0.922
C5 0.044 1.300 0.473
C6 -0.803 1.055 -1.911
H1 0.839 2.528 -1.267
H2 -3.452 -0.177 1.046
H3 -0.840 1.216 -3.002
H4 2.446 -2.646 1.504
H5 1.716 0.270 -0.442
H6 1.446 -2.988 0.060
H7 -2.644 -1.311 0.094
H8 -0.897 2.817 -0.755
H9 2.894 -1.776 0.148
H10 -0.964 0.926 0.832
H11 0.073 -1.438 1.669
H12 0.500 1.976 1.195


ΔE to the lowest compared entry with this formula, charge and spin readings, ordered: 84.5, 39.0, 25.3, 90.9, 29.5, 43.1, 71.1, 27.2, 22.8, 67.5, 71.8, 64.0 kcal/mol